Record 1
The molecule C5H10FN in a non-equilibrium geometry. Source: OMol25; level of theory: the ωB97M-V functional and the def2-TZVPD basis.

Geometry as XYZ:
```
17
C5H10FN the ωB97M-V functional and the def2-TZVPD basis
C -0.03037 2.12910 -0.31708
C -0.97706 1.05267 0.24251
C -0.45498 -0.32579 0.08212
F -1.46628 -1.27543 0.25492
C 0.50460 -0.72100 -1.07853
N 1.66576 -0.36550 -0.18876
C 0.79502 -0.61718 0.99808
H 0.06523 2.04785 -1.42278
H -0.51154 3.10027 -0.08602
H 0.93246 2.10313 0.22199
H -1.92247 1.11884 -0.28336
H -1.18284 1.13323 1.32067
H 0.50071 -1.80922 -1.27859
H 0.33625 -0.17049 -2.03232
H 2.49033 -0.98747 -0.26537
H 0.98115 0.05333 1.88163
H 0.82369 -1.65894 1.40860
```

## Properties
**Largest force on an atom**: 0.0602 hartree/bohr
**LUMO energy**: 1.06 eV
**SMILES string**: CCC1(F)CNC1
**Energy relative to the best compared isomer or geometry (same formula, charge and spin)**: 93.6 kJ/mol

Record 2
A structure of composition C39H36BCl3FN5O6PTl. Source: OMol25; level of theory: the ωB97M-V functional and the def2-TZVPD basis.

Geometry as XYZ:
```
93
C39H36BCl3FN5O6PTl the ωB97M-V functional and the def2-TZVPD basis
Tl -0.68432 0.12831 0.66621
O -2.49333 -0.20690 4.91505
C -2.05931 0.18369 3.83060
O -2.06763 -0.43784 2.73093
C -1.45859 1.62130 3.82690
P -0.92443 2.17481 2.18191
C 0.05803 3.72185 2.28351
C 1.27926 3.86446 1.63516
C 1.98527 5.05510 1.72940
C 1.50197 6.09864 2.50527
C 0.29761 5.95294 3.17894
C -0.42555 4.77670 3.05215
C -2.52977 3.03863 1.67993
C -3.76595 2.47295 1.99804
C -4.95200 3.02926 1.54261
C -4.93585 4.15706 0.73716
C -3.71832 4.73224 0.40357
C -2.53642 4.18186 0.87755
H -0.57784 1.62072 4.46806
H -2.20185 2.30236 4.24552
H 1.67034 3.04327 1.05186
H 2.92055 5.15763 1.19414
H 2.06122 7.02448 2.58190
H -0.08731 6.75677 3.79550
H -1.38248 4.68143 3.55156
H -3.81389 1.56532 2.58613
H -5.89246 2.55947 1.80376
H -5.86236 4.58133 0.36984
H -3.68616 5.61735 -0.22166
H -1.60026 4.67288 0.63254
Cl -8.21090 -0.65237 0.28888
C -6.47047 -0.86364 0.20663
C -5.68384 0.14630 -0.31310
C -4.31856 -0.04070 -0.36302
Cl -3.33027 1.21639 -1.06164
C -3.64484 -1.20033 0.10401
O -2.38774 -1.36604 0.05897
C -4.53422 -2.19518 0.59708
Cl -3.83420 -3.68869 1.14644
C -5.90045 -2.04214 0.65838
H -6.11763 1.06585 -0.67575
H -6.51292 -2.83445 1.06186
N -0.65665 3.21584 -1.84877
C 0.66838 2.85982 -1.55603
O 0.87166 1.94937 -0.74306
C 1.68402 3.55260 -2.27524
C 3.04231 3.22659 -2.09399
N 4.16519 2.98961 -1.96430
C 1.33727 4.58924 -3.16027
N 1.05030 5.43648 -3.89650
H -1.28695 3.02118 -1.07985
H -0.80518 4.12198 -2.27050
C -1.02032 0.77403 -5.54793
C -0.84455 -0.08607 -4.34497
C -0.79324 -1.45442 -4.18261
C -0.62344 -1.65275 -2.79623
N -0.57027 -0.49077 -2.16659
N -0.70201 0.44257 -3.11839
C -0.49668 -2.93477 -2.04104
H -1.09978 0.15516 -6.44039
H -0.17542 1.45203 -5.67606
H -1.92379 1.38001 -5.47362
H -0.87198 -2.20528 -4.94900
H -0.75116 1.42294 -2.85084
H -0.92107 -3.75965 -2.61686
H -1.03613 -2.86339 -1.09706
H 0.55124 -3.16949 -1.84206
F 0.72000 1.32960 2.57013
C 6.19509 -4.37904 -1.14766
C 5.41409 -5.22107 -0.13999
C 5.07016 -6.56144 -0.80158
C 6.32354 -5.47459 1.06997
C 4.12639 -4.53511 0.31874
C 3.32265 -5.16690 1.27340
C 2.13266 -4.61780 1.74148
C 1.76227 -3.39893 1.21890
O 0.66421 -2.63742 1.49016
B 0.78831 -1.50852 0.67902
O 1.95804 -1.58031 -0.07495
C 2.54603 -2.76164 0.27613
C 3.72513 -3.29764 -0.19473
H 7.10780 -4.90721 -1.43118
H 6.48149 -3.41436 -0.73093
H 5.62120 -4.19990 -2.05624
H 5.98262 -7.08354 -1.09968
H 4.45689 -6.40693 -1.68981
H 4.51496 -7.20823 -0.12321
H 7.24969 -5.95769 0.75106
H 5.84334 -6.11907 1.80471
H 6.57576 -4.53705 1.56537
H 3.62968 -6.12612 1.67032
H 1.52432 -5.11841 2.48003
H 4.29972 -2.75666 -0.93002
```

## Properties
**Largest force on an atom**: 0.0127 hartree/bohr
**Net charge**: -2
**LUMO energy**: 3.57 eV
**Energy relative to the best compared isomer or geometry (same formula, charge and spin)**: 231.8 kJ/mol

Record 3
A structure of composition C49H44IrN6O3Sb in a non-equilibrium geometry. Source: OMol25; level of theory: the ωB97M-V functional and the def2-TZVPD basis.

Geometry as XYZ:
```
104
C49H44IrN6O3Sb the ωB97M-V functional and the def2-TZVPD basis
Ir 0.62680 0.80580 -0.17830
C 0.53293 -0.28056 -4.42832
C 0.72544 -0.38993 -3.05044
N 0.50554 0.64582 -2.25390
C 0.14804 1.82274 -2.83455
C -0.07561 1.88251 -4.19509
N 0.10897 0.83316 -4.99461
C 0.10809 3.00046 -1.93568
C 0.05961 4.32640 -2.31958
C 0.21681 5.33819 -1.36592
C 0.42802 4.94861 -0.03506
C 0.41070 3.61316 0.29956
N 0.21553 2.68203 -0.64368
C 0.59077 3.03156 1.65101
C 0.63599 3.76575 2.81777
N 0.79928 3.19475 4.01134
C 0.92822 1.88159 4.03786
C 0.88358 1.10121 2.87981
N 0.69132 1.67621 1.70151
C 0.18282 6.77289 -1.74861
C 0.13295 7.77672 -0.78542
C 0.07405 9.10136 -1.19202
N 0.05662 9.48067 -2.46525
C 0.10882 8.52212 -3.38438
C 0.17539 7.17042 -3.08280
H 0.72472 -1.13024 -5.07186
H 1.06121 -1.30890 -2.59834
H -0.40988 2.79933 -4.66365
H -0.06976 4.56942 -3.36229
H 0.64628 5.68178 0.72548
H 0.54136 4.84410 2.80229
H 1.07453 1.40975 5.00155
H 1.01684 0.02884 2.89764
H 0.12420 7.56574 0.27404
H 0.03536 9.89453 -0.45499
H 0.09813 8.84795 -4.41757
H 0.23937 6.46728 -3.90046
C -0.95921 -3.10896 -2.40337
C -1.40791 -3.87096 -1.18790
C -2.31374 -4.91773 -1.33443
C -2.73336 -5.66350 -0.24351
C -2.23451 -5.37921 1.01737
C -1.32647 -4.34335 1.17736
C -0.91209 -3.58002 0.08884
Sb 0.57955 -2.07756 0.39575
C 2.29493 -3.04233 -0.41262
C 3.11760 -2.25653 -1.22121
C 4.27976 -2.75744 -1.78381
C 4.64049 -4.07016 -1.52507
C 3.83080 -4.86008 -0.72648
C 2.64537 -4.38015 -0.16945
C 1.80083 -5.33020 0.63542
C 0.84917 -2.25859 2.49339
C 2.09883 -2.65859 2.96087
C 2.32317 -2.83446 4.31854
C 1.29166 -2.60793 5.21708
C 0.05325 -2.18193 4.75818
C -0.18730 -1.98976 3.39980
C -1.52743 -1.46257 2.95234
H -1.55246 -3.37178 -3.27824
H 0.08785 -3.33177 -2.63232
H -1.05852 -2.03150 -2.24401
H -2.69042 -5.15443 -2.32285
H -3.44400 -6.46790 -0.38029
H -2.54057 -5.96597 1.87319
H -0.91787 -4.15616 2.16282
H 2.86480 -1.21781 -1.40282
H 4.89977 -2.12812 -2.40929
H 5.54859 -4.48087 -1.94596
H 4.11934 -5.88471 -0.52689
H 2.35818 -6.23908 0.85440
H 0.90340 -5.61594 0.08506
H 1.48212 -4.89604 1.58396
H 2.90802 -2.82677 2.26010
H 3.29610 -3.15074 4.67018
H 1.45156 -2.75293 6.27741
H -0.74470 -1.99302 5.46680
H -2.12682 -1.15152 3.80702
H -2.10306 -2.20701 2.39854
H -1.40104 -0.59847 2.29355
C -2.68297 2.21159 0.73413
C -2.55477 0.83090 0.17360
O -1.44854 0.30941 -0.06452
C -3.77660 0.06328 -0.07837
C -3.68305 -1.22728 -0.60427
C -4.82519 -1.94646 -0.89382
C -6.07416 -1.38043 -0.66267
C -6.18075 -0.11266 -0.10505
C -5.03825 0.60882 0.18915
H -1.71482 2.64375 0.94399
H -3.26279 2.18017 1.65716
H -3.22290 2.85038 0.03306
H -2.71099 -1.66071 -0.77014
H -4.74339 -2.94765 -1.29456
H -6.97059 -1.93125 -0.91543
H -7.15388 0.30971 0.10323
H -5.14114 1.59059 0.62952
C 4.81581 1.11391 0.28585
C 3.39480 0.67559 0.38938
O 3.03186 -0.25666 1.08928
O 2.52628 1.36844 -0.35057
H 5.26821 1.09897 1.27504
H 4.90371 2.09904 -0.16374
H 5.34743 0.38987 -0.33482
```

## Properties
**Largest force on an atom**: 0.0413 hartree/bohr
**Net charge**: +2
**LUMO energy**: -6.70 eV

Record 4
A structure of composition C8H10FNOPtSSeTe. Source: OMol25; level of theory: the ωB97M-V functional and the def2-TZVPD basis.

Geometry as XYZ:
```
25
C8H10FNOPtSSeTe the ωB97M-V functional and the def2-TZVPD basis
Pt -0.76743 0.59666 -0.09591
Se -2.78928 1.56003 0.58311
O 2.01180 -1.54632 -2.86006
S 1.16794 -0.48551 -2.26490
N 0.56276 -0.71037 -0.93263
F 3.91167 3.34338 2.73881
C 2.86262 2.72345 2.09536
C 1.93948 2.02334 2.84155
C 0.88109 1.40175 2.18533
C 0.73911 1.47073 0.79419
C 1.70633 2.18950 0.08363
C 2.76953 2.82122 0.72569
H 2.04671 1.97019 3.91870
H 0.14486 0.85453 2.76118
H 1.63269 2.25292 -0.99486
H 3.51870 3.37635 0.17318
C -2.90884 -2.16263 4.49755
Te -2.82055 -0.51351 3.02606
C -3.14890 -1.96695 1.50484
H -2.10462 -2.88355 4.33725
H -3.87066 -2.67812 4.45312
H -2.79324 -1.72301 5.49118
H -4.17155 -2.34040 1.55465
H -2.43592 -2.78152 1.62624
H -2.97953 -1.44749 0.56664
```

## Properties
**Largest force on an atom**: 0.0099 hartree/bohr
**Net charge**: -2
**LUMO energy**: 4.50 eV
**Energy relative to the best compared isomer or geometry (same formula, charge and spin)**: 18.4 kJ/mol

Record 5
A cluster of 2 separate species, CH2N2OS2 in total in a non-equilibrium geometry. Source: OMol25; level of theory: the ωB97M-V functional and the def2-TZVPD basis.

Geometry as XYZ:
```
8
CH2N2OS2 the ωB97M-V functional and the def2-TZVPD basis
C 0.06658 -0.10722 0.19682
N 0.91679 -1.16041 -2.67969
N 0.50109 -1.18179 -0.32950
O 2.03577 -1.00151 -2.79651
S -0.11519 0.14044 1.87180
S -0.35534 1.19800 -0.91570
H 0.79203 -1.95306 0.25020
H -0.89243 1.99933 0.01018
```

## Properties
**Largest force on an atom**: 0.0250 hartree/bohr
**LUMO energy (spin up / spin down)**: 0.63 / -3.05 eV
**Energy relative to the best compared isomer or geometry (same formula, charge and spin)**: 282.9 kJ/mol